{"formula": "C4H12O6", "method": "ωB97M-V/def2-TZVPD", "species": ["O", "C", "C", "C", "C", "O", "O", "H", "H", "H", "H", "H", "H", "O", "H", "H", "O", "H", "H", "O", "H", "H"], "xyz": [[1.8887, 2.5653, 0.3643], [1.7543, 1.5819, -0.2981], [0.7897, 1.3996, -1.4317], [0.3972, -0.0702, -1.7169], [-1.0565, -0.4026, -1.5833], [-1.6945, -1.0668, -2.3401], [-1.6106, 0.1133, -0.4526], [2.3955, 0.7030, -0.1144], [-0.0878, 2.0307, -1.2846], [1.2405, 1.7808, -2.3383], [1.0022, -0.7738, -1.1444], [0.6669, -0.3479, -2.7344], [-2.5866, 0.0617, -0.5360], [-0.4619, -1.5046, 2.5388], [0.1486, -0.8179, 2.8348], [-1.1548, -1.4320, 3.2053], [-0.5207, 1.8861, 2.2814], [-0.9405, 1.4381, 1.5319], [0.2469, 2.3320, 1.9027], [0.0603, -3.0731, 0.1267], [0.4076, -3.1735, 1.0238], [-0.8844, -3.2300, 0.1651]], "atomic_forces_ev_per_a": [[-0.17, 0.73, 0.40], [0.15, -0.78, -0.47], [-0.81, -0.33, -0.16], [0.64, 0.10, -0.52], [-0.02, -0.01, 0.93], [-0.24, -0.20, -0.56], [-0.43, 0.53, -0.07], [0.16, -0.19, 0.07], [0.03, 0.00, 0.19], [0.45, 0.26, -0.15], [-0.27, -0.05, 0.53], [-0.17, 0.16, -0.13], [0.66, -0.29, 0.04], [0.00, 0.17, 0.46], [0.08, 0.08, -0.25], [-0.11, -0.16, -0.10], [-0.04, -0.22, -0.17], [0.13, 0.06, 0.14], [-0.06, 0.04, 0.00], [0.56, -0.11, -0.27], [-0.47, 0.17, -0.16], [-0.06, 0.02, 0.25]], "nbo_charge": [-0.53, 0.47, -0.53, -0.53, 0.81, -0.57, -0.71, 0.10, 0.24, 0.25, 0.26, 0.24, 0.50, -0.95, 0.48, 0.47, -0.96, 0.48, 0.48, -0.96, 0.48, 0.47], "smiles": "O=CCCC(=O)O.O.O.O", "de_lowest_kj_mol": 0.0, "e_tot_ev": -16627.6941, "e_homo_ev": -10.41}

---

{"formula": "C4H11N3S", "method": "ωB97M-V/def2-TZVPD", "species": ["C", "N", "N", "C", "C", "N", "S", "C", "H", "H", "H", "H", "H", "H", "H", "H", "H", "H", "H"], "xyz": [[-0.3256, 1.8880, 0.3586], [0.0070, 1.0941, -0.9164], [1.4449, 0.6710, -0.8107], [1.2769, -0.5210, -0.2290], [2.5166, -1.2792, 0.0082], [0.1091, -1.1933, 0.2251], [-1.2918, -1.4688, -0.6960], [-2.5584, -0.3279, 0.1313], [-0.1784, 1.1804, 1.2737], [-1.5645, 2.1685, 0.1785], [0.3039, 2.9908, 0.3354], [-0.1758, 1.8296, -1.7331], [2.3707, -2.3798, -0.1985], [3.1786, -0.7818, -0.7636], [2.9103, -1.2550, 1.1488], [0.3529, -1.8967, 1.0046], [-2.2624, 0.7650, 0.2913], [-2.7532, -1.0132, 1.1256], [-3.3606, -0.4707, -0.7337]], "atomic_forces_ev_per_a": [[-1.14, 1.84, -1.72], [-0.14, 3.76, -0.21], [-3.69, -2.88, 0.86], [0.29, 1.39, -0.42], [1.81, -0.68, 1.24], [1.15, -0.57, 1.19], [-0.15, 1.12, 0.83], [-0.49, -2.57, -0.18], [-0.25, 1.72, -1.57], [3.84, -0.29, 0.93], [-1.68, -3.26, 0.68], [1.25, -2.12, 2.11], [0.20, 1.22, -0.06], [0.14, -0.99, 1.43], [-0.71, 0.34, -2.70], [-0.70, 1.37, -2.06], [-0.57, -2.35, -0.28], [-0.21, 2.44, -2.39], [1.04, 0.53, 2.33]], "nbo_charge": [-0.45, -0.54, -0.32, 0.41, -0.69, -0.83, 0.41, -0.76, 0.22, 0.18, 0.20, 0.36, 0.22, 0.26, 0.23, 0.40, 0.23, 0.23, 0.23], "smiles": "CN/N=C(/C)NSC", "de_lowest_kj_mol": 492.1, "e_tot_ev": -19627.0603, "e_homo_ev": -8.00}

---

{"formula": "C4H7NO", "method": "ωB97M-V/def2-TZVPD", "species": ["C", "C", "N", "C", "C", "O", "H", "H", "H", "H", "H", "H", "H"], "xyz": [[-0.2095, 0.7667, -1.9697], [-0.0776, 0.0762, -0.6547], [0.7261, -0.8528, -0.3395], [0.3705, -1.2174, 1.0460], [-0.3925, 0.0042, 1.5133], [-0.9467, 0.5227, 0.3317], [-1.2249, 0.6424, -2.3591], [0.5066, 0.3491, -2.6797], [-0.0273, 1.8399, -1.8492], [-0.1890, -2.1622, 0.9954], [1.2454, -1.3675, 1.6700], [0.6100, 0.8092, 1.8613], [-0.3908, 0.5896, 2.4342]], "atomic_forces_ev_per_a": [[-0.01, -0.05, 0.04], [-0.01, -0.04, 0.03], [-0.40, 0.27, 0.01], [0.13, -0.12, 0.54], [3.31, 2.00, 0.44], [0.07, 0.44, -0.01], [0.13, 0.02, 0.07], [-0.12, 0.04, 0.15], [-0.03, -0.17, 0.00], [-0.12, 0.26, 0.18], [0.13, -0.21, -0.11], [-0.18, -1.17, -2.28], [-2.90, -1.25, 0.93]], "nbo_charge": [-0.67, 0.54, -0.46, -0.29, -0.13, -0.50, 0.24, 0.24, 0.23, 0.20, 0.21, 0.11, 0.27], "smiles": "CC1=NCCO1", "de_lowest_kj_mol": 339.1, "e_tot_ev": -7796.1303, "e_homo_ev": -9.23}

---

{"formula": "C31H27N3O4RhS", "method": "ωB97M-V/def2-TZVPD", "species": ["Rh", "C", "O", "C", "N", "C", "C", "C", "C", "C", "C", "C", "C", "C", "C", "C", "C", "N", "C", "N", "C", "C", "O", "C", "C", "C", "C", "C", "C", "H", "H", "H", "H", "H", "H", "H", "H", "H", "H", "H", "H", "H", "H", "H", "H", "H", "H", "H", "S", "C", "C", "C", "C", "C", "C", "H", "H", "H", "H", "H", "C", "C", "O", "O", "H", "H", "H"], "xyz": [[-0.5001, 0.5959, 0.0624], [1.6849, 3.1951, -2.6785], [1.5119, 3.8146, -1.3690], [0.9055, 2.9190, -0.6215], [0.7644, 1.7339, -1.0947], [1.3081, 1.7070, -2.4635], [0.3326, 1.2528, -3.5255], [-1.0404, 1.2713, -3.3185], [-1.9075, 0.9205, -4.3449], [-1.4056, 0.5737, -5.5904], [-0.0345, 0.5791, -5.8073], [0.8319, 0.9160, -4.7791], [0.3770, 3.2192, 0.7266], [0.6936, 4.2766, 1.5566], [0.1888, 4.2709, 2.8523], [-0.5632, 3.1927, 3.2948], [-0.8524, 2.1830, 2.3969], [-0.4578, 2.2590, 1.1263], [-1.5726, 0.9131, 2.6344], [-1.5808, 0.0221, 1.7136], [-2.5538, -1.0249, 2.0899], [-2.7975, -0.6777, 3.5764], [-2.2454, 0.6676, 3.7364], [-2.1722, -2.4651, 1.8592], [-0.8753, -2.8949, 1.6194], [-0.6141, -4.2423, 1.4032], [-1.6430, -5.1704, 1.4423], [-2.9412, -4.7486, 1.7007], [-3.2031, -3.4036, 1.8999], [2.7022, 3.3635, -3.0176], [0.9904, 3.6737, -3.3661], [2.1822, 1.0535, -2.4759], [-1.4471, 1.5628, -2.3596], [-2.9750, 0.9284, -4.1656], [-2.0803, 0.2984, -6.3901], [0.3613, 0.3123, -6.7782], [1.9019, 0.9230, -4.9571], [1.3431, 5.0624, 1.1964], [0.4400, 5.0740, 3.5310], [-0.8963, 3.1167, 4.3206], [-3.4510, -0.8368, 1.4960], [-2.2624, -1.3532, 4.2412], [-3.8472, -0.6402, 3.8478], [-0.0664, -2.1806, 1.5933], [0.3990, -4.5659, 1.2028], [-1.4371, -6.2182, 1.2672], [-3.7480, -5.4685, 1.7366], [-4.2212, -3.0760, 2.0865], [1.2048, -0.0205, 1.9665], [2.9331, -0.2257, 1.7028], [3.5358, 0.0472, 0.4766], [4.9110, -0.0681, 0.3403], [5.6900, -0.4540, 1.4206], [5.0848, -0.7568, 2.6306], [3.7092, -0.6465, 2.7778], [2.9139, 0.3487, -0.3577], [5.3788, 0.1440, -0.6129], [6.7651, -0.5177, 1.3208], [5.6841, -1.0830, 3.4706], [3.2318, -0.8769, 3.7224], [-2.3380, -2.3385, -2.0539], [-1.7654, -1.2016, -1.2775], [-2.4924, -0.2632, -0.8544], [-0.5156, -1.1539, -1.0323], [-3.2403, -2.6968, -1.5607], [-1.6081, -3.1396, -2.1389], [-2.6092, -1.9816, -3.0483]], "atomic_forces_ev_per_a": [[1.17, -2.12, 1.93], [0.05, -0.16, -0.12], [0.09, 0.28, 0.20], [0.03, -0.10, -0.03], [-0.62, 0.08, -0.55], [-0.03, 0.14, -0.15], [-0.07, 0.01, 0.09], [0.07, 0.06, -0.06], [0.02, 0.02, 0.02], [-0.01, -0.04, 0.03], [0.01, -0.02, -0.02], [0.01, -0.05, 0.02], [-0.20, 0.22, -0.20], [0.13, 0.09, -0.14], [0.13, -0.10, -0.06], [-0.13, -0.02, 0.19], [-0.39, 0.08, 0.00], [0.51, -0.03, 0.21], [-0.03, -0.09, -0.02], [-0.32, -0.16, -0.27], [-0.10, 0.04, 0.08], [0.03, -0.21, -0.10], [-0.08, 0.27, 0.16], [0.01, -0.11, -0.07], [0.03, 0.06, 0.03], [-0.07, -0.03, 0.02], [0.01, 0.03, -0.02], [0.02, -0.03, 0.00], [-0.06, 0.07, 0.00], [0.06, -0.01, 0.15], [-0.02, 0.09, 0.07], [0.03, 0.02, 0.04], [-0.06, -0.01, 0.01], [0.01, 0.00, -0.01], [0.01, 0.02, -0.01], [0.00, 0.01, 0.00], [0.00, -0.06, 0.02], [0.00, 0.01, 0.05], [-0.05, 0.01, -0.01], [-0.03, 0.01, -0.02], [0.01, 0.13, 0.00], [0.09, 0.10, 0.04], [0.00, 0.05, 0.02], [0.03, 0.00, -0.04], [0.00, 0.03, 0.00], [-0.01, 0.00, 0.02], [-0.01, 0.02, 0.00], [0.00, -0.02, -0.04], [-0.82, 0.31, -0.87], [0.01, 0.29, -0.75], [0.04, 0.00, 0.07], [-0.05, 0.02, -0.04], [0.08, -0.02, 0.00], [-0.08, 0.01, 0.04], [-0.08, -0.01, 0.05], [0.06, -0.03, 0.00], [-0.01, 0.01, 0.00], [-0.01, -0.06, -0.02], [0.00, 0.02, 0.01], [0.06, -0.01, 0.02], [0.10, -0.08, 0.07], [-0.07, 0.16, 0.05], [0.27, 0.60, -0.30], [0.24, 0.23, 0.24], [-0.01, 0.01, -0.01], [-0.02, -0.01, -0.02], [0.00, 0.01, 0.00]], "nbo_charge": [0.99, -0.08, -0.44, 0.58, -0.46, -0.11, 0.04, -0.26, -0.19, -0.20, -0.19, -0.23, 0.14, -0.17, -0.13, -0.17, 0.16, -0.34, 0.59, -0.43, -0.11, -0.08, -0.44, 0.02, -0.24, -0.18, -0.20, -0.20, -0.23, 0.22, 0.21, 0.23, 0.21, 0.23, 0.23, 0.23, 0.21, 0.26, 0.25, 0.26, 0.24, 0.21, 0.22, 0.24, 0.22, 0.22, 0.22, 0.21, -0.06, -0.20, -0.18, -0.21, -0.22, -0.19, -0.23, 0.19, 0.22, 0.22, 0.22, 0.22, -0.72, 0.80, -0.70, -0.65, 0.25, 0.24, 0.25], "de_lowest_kj_mol": 25.7, "e_tot_ev": -59084.3064, "e_homo_ev": [-10.31, -10.31], "total_charge": 1}

---

{"formula": "C2H2N2O2", "method": "ωB97M-V/def2-TZVPD", "species": ["N", "C", "C", "N", "O", "O", "H", "H"], "xyz": [[-2.2241, 0.2608, 1.1955], [-1.4102, 0.2858, 0.4062], [-0.1538, 0.3292, -0.3751], [0.9281, -0.5729, 0.0779], [1.8195, -0.6746, -0.7248], [0.9084, -1.0160, 1.1967], [-0.3834, 0.1556, -1.4680], [0.5155, 1.2321, -0.3085]], "atomic_forces_ev_per_a": [[-1.52, -0.08, 0.79], [2.80, 0.36, -0.60], [-0.40, 1.04, -1.51], [-0.06, -0.95, 0.37], [0.57, -0.31, -0.37], [-0.17, -0.12, 0.09], [0.57, 0.01, 1.28], [-1.79, 0.05, -0.04]], "nbo_charge": [-0.23, 0.24, -0.41, 0.54, -0.37, -0.33, 0.28, 0.29], "smiles": "N#CC[N+](=O)[O-]", "de_lowest_kj_mol": 402.0, "e_tot_ev": -9177.6198, "e_homo_ev": -12.00}